*a*
The following is a quantum chemistry calculation of a 10-piece molecular cluster, C40H50F30O20 overall, from OMol25.

As for the SMILES: CCOC(=O)C(F)(F)F.CCOC(=O)C(F)(F)F.CCOC(=O)C(F)(F)F.CCOC(=O)C(F)(F)F.CCOC(=O)C(F)(F)F.CCOC(=O)C(F)(F)F.CCOC(=O)C(F)(F)F.CCOC(=O)C(F)(F)F.CCOC(=O)C(F)(F)F.CCOC(=O)C(F)(F)F. For the HOMO-LUMO gap, the calculation gives 11.14 eV.

```
! wB97M-V def2-TZVPD RIJCOSX def2/J DEFGRID3
* xyz 0 1
C 3.100 3.211 10.206
C 2.675 1.844 10.591
O 3.736 1.383 11.408
C 3.414 0.331 12.269
O 2.339 -0.287 12.414
C 4.701 -0.255 12.931
F 4.775 0.144 14.212
F 4.603 -1.578 12.851
F 5.878 0.137 12.262
H 2.408 3.690 9.514
H 4.106 3.297 9.796
H 3.215 3.866 11.069
H 2.540 1.101 9.805
H 1.732 2.025 11.107
C -2.747 -3.103 -9.071
C -3.078 -3.567 -7.653
O -4.354 -3.120 -7.126
C -4.577 -1.758 -6.878
O -3.770 -0.869 -7.119
C -5.925 -1.330 -6.150
F -6.645 -2.428 -5.839
F -5.662 -0.627 -5.037
F -6.733 -0.607 -6.892
H -1.712 -3.337 -9.319
H -2.937 -2.035 -9.178
H -3.331 -3.572 -9.863
H -2.376 -3.322 -6.856
H -3.154 -4.652 -7.581
C -1.743 -4.709 9.341
C -1.173 -5.925 8.601
O -0.075 -6.397 9.279
C -0.151 -7.087 10.488
O -1.236 -7.309 11.085
C 1.224 -7.511 11.103
F 1.227 -8.856 11.185
F 2.210 -7.094 10.340
F 1.321 -6.952 12.390
H -0.981 -4.047 9.752
H -2.344 -5.085 10.170
H -2.492 -4.226 8.714
H -0.878 -5.619 7.597
H -1.789 -6.789 8.350
C 8.288 -1.516 -0.986
C 7.221 -0.969 -1.907
O 7.065 -1.663 -3.165
C 6.544 -2.943 -3.164
O 6.231 -3.501 -2.148
C 6.434 -3.551 -4.567
F 6.895 -4.807 -4.524
F 5.145 -3.696 -4.993
F 7.048 -2.870 -5.468
H 9.203 -1.615 -1.569
H 8.009 -2.487 -0.578
H 8.400 -0.830 -0.146
H 7.343 0.099 -2.086
H 6.218 -1.032 -1.484
C -6.286 -11.997 -0.100
C -5.077 -11.503 0.717
O -4.665 -10.245 0.211
C -3.463 -9.715 0.597
O -2.841 -10.192 1.524
C -2.921 -8.451 -0.216
F -3.409 -8.404 -1.455
F -3.108 -7.363 0.547
F -1.625 -8.598 -0.483
H -6.088 -11.941 -1.170
H -7.140 -11.333 0.028
H -6.610 -12.992 0.207
H -4.219 -12.171 0.637
H -5.367 -11.610 1.762
C 5.935 3.870 -15.017
C 6.314 3.598 -13.556
O 5.166 3.483 -12.736
C 5.128 2.800 -11.566
O 6.072 2.303 -10.944
C 3.662 2.624 -11.058
F 2.745 3.252 -11.874
F 3.323 1.334 -11.079
F 3.617 3.204 -9.810
H 6.623 3.526 -15.790
H 5.924 4.938 -15.238
H 4.942 3.509 -15.285
H 6.868 4.427 -13.114
H 6.895 2.693 -13.383
C 0.760 7.301 2.951
C 1.957 6.488 2.483
O 2.348 6.893 1.113
C 3.378 6.321 0.441
O 4.101 5.354 0.867
C 3.625 6.895 -0.995
F 2.965 6.194 -1.881
F 3.243 8.212 -0.996
F 5.010 6.839 -1.268
H -0.184 7.104 2.444
H 1.006 8.350 2.787
H 0.695 7.095 4.020
H 1.693 5.432 2.532
H 2.809 6.583 3.156
C -3.805 11.055 -6.948
C -2.794 10.081 -7.496
O -3.050 8.706 -7.231
C -2.742 8.180 -6.027
O -2.110 8.804 -5.154
C -3.116 6.704 -5.852
F -2.269 5.856 -6.409
F -3.308 6.474 -4.545
F -4.313 6.610 -6.469
H -4.738 10.618 -7.306
H -3.702 12.051 -7.378
H -3.807 11.190 -5.866
H -1.763 10.224 -7.170
H -2.680 10.129 -8.579
C 0.422 -0.239 -2.144
C 1.057 0.879 -1.300
O 1.266 0.505 0.064
C 0.185 0.409 0.909
O -0.961 0.758 0.734
C 0.603 -0.395 2.232
F 1.927 -0.444 2.413
F -0.071 0.056 3.326
F 0.181 -1.633 2.131
H -0.623 -0.512 -1.996
H 0.890 -1.204 -1.948
H 0.612 -0.103 -3.208
H 0.419 1.763 -1.301
H 2.075 1.098 -1.623
C -6.379 1.699 4.967
C -6.409 0.358 5.641
O -7.085 0.429 6.890
C -6.454 0.776 7.954
O -5.305 1.251 8.036
C -7.254 0.617 9.238
F -6.576 -0.010 10.188
F -7.652 1.779 9.768
F -8.404 -0.068 8.949
H -6.115 1.588 3.916
H -5.629 2.366 5.393
H -7.300 2.282 4.989
H -5.421 -0.094 5.732
H -6.986 -0.295 4.987
*
```


*b*
The following is a quantum chemistry calculation of a 10-piece molecular cluster, C40H50F30O20 overall, from OMol25.

As for the SMILES: CCOC(=O)C(F)(F)F.CCOC(=O)C(F)(F)F.CCOC(=O)C(F)(F)F.CCOC(=O)C(F)(F)F.CCOC(=O)C(F)(F)F.CCOC(=O)C(F)(F)F.CCOC(=O)C(F)(F)F.CCOC(=O)C(F)(F)F.CCOC(=O)C(F)(F)F.CCOC(=O)C(F)(F)F. For the HOMO-LUMO gap, the calculation gives 11.07 eV.

```
! wB97M-V def2-TZVPD RIJCOSX def2/J DEFGRID3
* xyz 0 1
C 0.743 -3.469 3.477
C 0.702 -2.613 4.800
O 0.486 -1.245 4.635
C -0.722 -0.669 4.507
O -1.767 -1.350 4.402
C -0.553 0.878 4.407
F 0.715 1.286 4.452
F -1.108 1.351 3.271
F -1.247 1.447 5.440
H -0.122 -3.248 2.852
H 0.805 -4.529 3.726
H 1.627 -3.364 2.849
H 1.685 -2.845 5.210
H -0.072 -2.926 5.501
C 4.682 1.877 -2.631
C 6.030 1.130 -2.926
O 6.944 1.964 -3.560
C 7.023 1.933 -4.959
O 6.356 1.227 -5.734
C 7.989 2.989 -5.463
F 8.904 2.424 -6.235
F 7.348 3.892 -6.245
F 8.576 3.602 -4.442
H 3.975 1.199 -2.154
H 4.368 2.157 -3.637
H 4.811 2.721 -1.953
H 5.929 0.194 -3.476
H 6.478 0.854 -1.972
C -3.235 -5.095 3.962
C -3.394 -4.990 2.473
O -3.053 -6.256 1.914
C -2.934 -6.389 0.620
O -2.982 -5.460 -0.188
C -2.712 -7.820 0.166
F -3.045 -8.724 1.078
F -3.387 -8.177 -0.923
F -1.370 -7.934 -0.112
H -3.531 -4.151 4.421
H -2.221 -5.431 4.176
H -3.984 -5.772 4.373
H -2.754 -4.154 2.191
H -4.408 -4.808 2.118
C -2.140 1.897 -2.105
C -3.592 2.138 -1.709
O -4.481 1.528 -2.682
C -4.829 0.222 -2.554
O -4.437 -0.590 -1.680
C -5.772 -0.222 -3.663
F -6.568 0.784 -3.991
F -5.122 -0.617 -4.729
F -6.477 -1.308 -3.301
H -1.862 0.847 -2.019
H -1.423 2.429 -1.480
H -1.980 2.201 -3.140
H -3.674 3.224 -1.669
H -3.529 1.737 -0.698
C -6.814 -2.732 0.465
C -7.708 -2.499 -0.700
O -8.788 -3.429 -0.502
C -10.026 -3.108 -0.175
O -10.328 -1.955 0.034
C -11.091 -4.225 -0.234
F -10.827 -5.090 -1.140
F -11.227 -4.703 0.986
F -12.306 -3.702 -0.555
H -6.491 -3.765 0.595
H -7.266 -2.231 1.322
H -5.934 -2.106 0.318
H -7.270 -2.804 -1.650
H -8.028 -1.459 -0.758
C 4.973 7.668 3.269
C 4.758 7.245 1.815
O 4.460 5.820 1.961
C 4.317 5.083 0.776
O 4.424 5.528 -0.385
C 3.896 3.641 1.008
F 3.962 3.406 2.281
F 2.673 3.436 0.591
F 4.685 2.777 0.277
H 5.200 8.733 3.317
H 5.815 7.047 3.576
H 4.067 7.403 3.814
H 5.595 7.430 1.142
H 3.922 7.819 1.416
C -5.092 0.844 3.170
C -4.251 2.092 3.008
O -5.051 3.181 3.071
C -4.893 4.106 2.139
O -4.076 3.996 1.160
C -5.848 5.340 2.291
F -6.663 5.553 1.270
F -6.597 5.196 3.397
F -5.006 6.421 2.358
H -5.742 0.754 2.299
H -5.727 0.752 4.051
H -4.377 0.031 3.299
H -3.768 1.881 2.054
H -3.433 2.210 3.718
C -2.221 -1.207 0.712
C -0.930 -1.704 0.108
O 0.195 -0.869 0.450
C 1.496 -1.304 0.453
O 1.823 -2.409 0.069
C 2.455 -0.256 0.974
F 1.913 0.554 1.880
F 3.397 -0.937 1.644
F 2.910 0.444 -0.053
H -2.604 -0.329 0.190
H -2.053 -1.004 1.770
H -3.054 -1.859 0.448
H -1.024 -1.854 -0.967
H -0.712 -2.720 0.436
C 2.075 1.073 -7.323
C 3.140 0.688 -6.283
O 2.532 0.388 -5.030
C 1.974 -0.849 -4.717
O 1.964 -1.843 -5.486
C 1.524 -0.963 -3.243
F 1.653 0.239 -2.633
F 0.271 -1.238 -3.175
F 2.187 -1.937 -2.617
H 1.278 0.331 -7.268
H 2.398 1.098 -8.363
H 1.572 1.995 -7.032
H 3.875 1.477 -6.120
H 3.722 -0.146 -6.677
C 9.251 1.407 0.948
C 7.985 0.940 1.713
O 7.199 0.134 0.838
C 7.276 -1.241 0.937
O 8.024 -1.873 1.710
C 6.289 -2.045 0.073
F 5.848 -2.987 0.805
F 5.336 -1.178 -0.295
F 6.871 -2.423 -1.004
H 10.056 1.663 1.636
H 8.874 2.306 0.459
H 9.664 0.681 0.248
H 7.383 1.779 2.063
H 8.383 0.419 2.584
*
```


*c*
The following is a quantum chemistry calculation of a 10-piece molecular cluster, C40H50F30O20 overall, from OMol25.

As for the SMILES: CCOC(=O)C(F)(F)F.CCOC(=O)C(F)(F)F.CCOC(=O)C(F)(F)F.CCOC(=O)C(F)(F)F.CCOC(=O)C(F)(F)F.CCOC(=O)C(F)(F)F.CCOC(=O)C(F)(F)F.CCOC(=O)C(F)(F)F.CCOC(=O)C(F)(F)F.CCOC(=O)C(F)(F)F. For the HOMO-LUMO gap, the calculation gives 10.96 eV.

```
! wB97M-V def2-TZVPD RIJCOSX def2/J DEFGRID3
* xyz 0 1
C 13.108 3.477 -4.293
C 12.284 4.557 -3.582
O 10.965 4.111 -3.899
C 9.918 4.969 -3.750
O 9.952 5.890 -2.919
C 8.514 4.576 -4.383
F 8.755 3.645 -5.319
F 7.710 4.064 -3.448
F 7.844 5.574 -4.964
H 12.973 2.506 -3.816
H 14.179 3.659 -4.209
H 12.966 3.323 -5.363
H 12.572 5.560 -3.897
H 12.320 4.632 -2.495
C 5.456 1.037 8.638
C 4.370 0.630 9.635
O 4.937 -0.015 10.783
C 5.431 -1.232 10.798
O 5.526 -1.961 9.803
C 5.844 -1.736 12.176
F 5.777 -0.809 13.139
F 4.989 -2.705 12.493
F 7.065 -2.315 12.168
H 4.924 1.520 7.819
H 5.788 0.081 8.233
H 6.336 1.457 9.125
H 3.479 0.069 9.357
H 3.936 1.454 10.202
C -1.751 -1.722 -1.421
C -0.313 -1.381 -0.951
O -0.295 0.000 -0.557
C 0.885 0.637 -0.485
O 1.912 0.068 -0.717
C 0.922 1.965 0.278
F 1.965 2.754 0.034
F -0.312 2.508 0.206
F 1.109 1.596 1.597
H -1.654 -2.727 -1.831
H -2.222 -1.047 -2.136
H -2.473 -1.748 -0.605
H 0.356 -1.564 -1.791
H -0.027 -1.992 -0.094
C 1.067 7.360 6.221
C -0.460 7.532 6.176
O -0.770 7.623 7.559
C -1.121 8.798 8.193
O -1.173 9.879 7.658
C -1.378 8.588 9.670
F -0.609 9.395 10.497
F -2.647 9.083 9.863
F -1.284 7.299 10.030
H 1.503 7.132 5.249
H 1.284 6.489 6.840
H 1.585 8.247 6.585
H -0.927 6.578 5.928
H -0.795 8.240 5.418
C 0.097 0.497 -6.249
C -0.327 -0.846 -7.059
O 0.081 -2.056 -6.419
C 1.247 -2.752 -6.831
O 1.972 -2.319 -7.804
C 1.656 -4.028 -5.972
F 0.705 -4.219 -4.990
F 1.821 -5.119 -6.771
F 2.862 -3.752 -5.348
H 0.991 0.222 -5.691
H -0.489 0.715 -5.356
H 0.372 1.403 -6.790
H 0.000 -0.828 -8.099
H -1.392 -1.048 -7.170
C -10.325 -7.226 -1.247
C -8.951 -6.820 -0.745
O -9.152 -5.664 0.079
C -8.148 -5.304 0.932
O -6.974 -5.818 0.865
C -8.554 -4.135 1.840
F -8.286 -3.056 1.166
F -9.833 -4.139 2.068
F -7.769 -4.176 2.935
H -10.799 -6.381 -1.746
H -10.933 -7.449 -0.370
H -10.108 -8.079 -1.890
H -8.266 -6.547 -1.548
H -8.525 -7.577 -0.087
C -0.294 -7.538 3.882
C 0.066 -6.347 2.954
O 1.465 -6.161 2.917
C 2.160 -5.386 3.800
O 1.549 -4.761 4.628
C 3.707 -5.374 3.631
F 4.072 -5.978 2.486
F 4.173 -4.104 3.645
F 4.296 -5.965 4.671
H -1.328 -7.594 4.223
H 0.322 -7.484 4.780
H -0.031 -8.492 3.425
H -0.380 -5.377 3.177
H -0.333 -6.661 1.989
C 7.681 7.319 3.531
C 6.966 8.485 2.866
O 7.633 9.617 3.473
C 7.050 10.819 3.507
O 6.221 11.210 2.653
C 7.733 11.779 4.430
F 7.827 11.187 5.614
F 8.895 12.158 3.908
F 6.938 12.876 4.642
H 8.669 7.084 3.134
H 7.015 6.465 3.406
H 7.730 7.374 4.618
H 5.884 8.502 2.995
H 7.186 8.515 1.799
C -8.743 -0.348 -4.618
C -8.218 0.147 -5.937
O -7.419 1.260 -5.693
C -7.738 2.502 -5.911
O -8.815 2.801 -6.396
C -6.607 3.527 -5.613
F -7.037 4.670 -5.280
F -5.823 3.125 -4.663
F -5.924 3.736 -6.704
H -7.965 -0.522 -3.874
H -9.056 -1.387 -4.514
H -9.454 0.407 -4.284
H -9.018 0.282 -6.666
H -7.726 -0.731 -6.356
C -9.332 -9.928 -10.182
C -9.659 -9.463 -8.815
O -8.518 -9.268 -7.955
C -7.804 -8.094 -8.106
O -8.059 -7.158 -8.860
C -6.528 -8.060 -7.336
F -6.214 -9.181 -6.738
F -5.516 -7.640 -8.164
F -6.540 -7.058 -6.456
H -9.024 -9.063 -10.770
H -10.278 -10.313 -10.561
H -8.542 -10.674 -10.270
H -10.291 -10.264 -8.431
H -10.295 -8.579 -8.781
*
```


The structures above, arranged from the most stable to the least stable: *b*, *a*, *c*.